C17H31F5IrP2 as an isolated structure in a non-equilibrium geometry. Source: OMol25; level of theory: ωB97M-V with the def2-TZVPD basis set.

Computed properties:
Net charge: +2
Total energy, hartree: -1951.51629
Spin multiplicity: 6
ΔE to the lowest compared entry with this formula, charge and spin, eV: 7.926
Highest occupied orbital energy (alpha / beta), eV: -13.21 / -16.18
Largest force on an atom, eV/A: 7.371
Frontier orbital gap (alpha / beta), hartree: 0.2128 / 0.2481

Atoms and positions in Å:
P (-0.966, 1.885, -0.494)
P (2.142, -0.634, -0.796)
C (0.922, 2.029, -1.205)
C (1.721, 0.881, -1.812)
H (1.520, 2.550, -0.445)
H (0.804, 2.762, -2.024)
H (1.239, 0.495, -2.723)
H (2.705, 1.275, -2.133)
C (3.936, 0.006, -0.391)
H (4.501, -0.780, 0.153)
H (3.908, 0.888, 0.259)
H (4.422, 0.222, -1.361)
C (3.116, -2.084, -1.637)
H (3.690, -1.672, -2.473)
H (2.437, -2.855, -2.027)
H (3.824, -2.588, -0.970)
C (-1.421, 3.451, 0.311)
H (-2.562, 3.405, 0.597)
H (-1.641, 4.037, -0.586)
H (-0.704, 3.758, 1.078)
C (-1.598, 2.006, -2.213)
H (-1.132, 1.294, -2.936)
H (-1.339, 3.022, -2.558)
H (-2.682, 1.866, -2.278)
Ir (-2.158, 1.849, 1.278)
C (1.867, -2.411, 0.681)
C (1.951, -1.027, 0.986)
C (0.811, -0.019, 1.001)
C (-0.468, -0.379, 0.206)
C (-0.473, -0.771, -1.195)
C (0.603, -1.635, -1.560)
C (0.107, -2.905, -0.911)
C (0.508, -2.970, 0.555)
C (-3.992, 1.365, 0.689)
H (2.735, -3.045, 0.880)
H (2.808, -0.712, 1.625)
H (1.123, 1.044, 0.786)
H (0.587, 0.010, 2.075)
H (-1.074, -1.168, 0.647)
H (-1.413, 0.321, 0.757)
H (-1.447, -0.651, -1.735)
H (0.807, -1.688, -2.647)
H (0.599, -3.676, -1.489)
H (-1.001, -3.074, -0.954)
H (-0.184, -2.405, 1.208)
H (0.414, -3.998, 0.943)
H (-4.230, 0.252, 0.796)
H (-4.079, 1.725, -0.366)
H (-4.658, 1.926, 1.358)
F (-2.783, 1.526, 3.976)
C (-2.062, 0.785, 3.073)
F (-0.742, 0.741, 3.564)
C (-2.620, -0.678, 3.084)
F (-3.970, -0.740, 3.107)
F (-2.248, -1.508, 2.056)
F (-2.158, -1.303, 4.190)